[1]
ORCA calculation (ωB97M-V with the def2-TZVPD basis set) on the molecule C15H24O5.

```
44
Properties=species:S:1:pos:R:3
C -5.68757 -0.13551 0.25731
O -4.45587 -0.41250 0.90138
C -3.41140 -0.81569 0.05257
C -3.01241 0.22574 -0.99573
C -2.69479 1.60818 -0.40405
O -2.50701 2.54579 -1.43272
C -1.49883 1.60864 0.56560
C -0.23581 0.94738 0.00917
O 0.06893 1.48239 -1.26259
C 0.95282 1.16575 0.95200
O 2.07166 0.55717 0.35040
C 3.26430 0.72968 1.08089
C 4.41172 0.06049 0.37283
C 4.19445 -1.04114 -0.44280
C 5.25666 -1.66118 -1.07689
C 6.54591 -1.19166 -0.89498
C 6.76884 -0.09545 -0.07885
C 5.70687 0.53012 0.54917
O -3.71673 -1.99554 -0.64210
C -3.85960 -3.12894 0.18642
H -5.67732 0.84871 -0.21940
H -5.91615 -0.89878 -0.49079
H -6.44404 -0.15019 1.04006
H -2.57829 -0.99961 0.75342
H -2.15432 -0.15495 -1.54853
H -3.83274 0.33629 -1.70615
H -3.56994 1.96211 0.15390
H -1.63766 2.36702 -1.81985
H -1.78080 1.10917 1.49191
H -1.27511 2.65399 0.78982
H -0.38713 -0.13968 -0.08468
H 0.98188 1.23549 -1.45861
H 1.13271 2.24391 1.08401
H 0.74859 0.72246 1.93731
H 3.14809 0.29212 2.08847
H 3.47434 1.80351 1.21077
H 3.18707 -1.40149 -0.58073
H 5.07678 -2.51531 -1.71309
H 7.37503 -1.67681 -1.38834
H 7.77240 0.27678 0.06560
H 5.88345 1.38847 1.18188
H -2.91368 -3.36245 0.68948
H -4.63340 -2.97325 0.94383
H -4.14191 -3.95125 -0.46731
```

Calculated values
LUMO energy (eV): 0.701
Energy above the lowest of the compared OMol25 structures with the same formula, charge and spin (kJ/mol): 0.5



[2]
ORCA calculation (ωB97M-V with the def2-TZVPD basis set) on a structure of composition C39H33AuIOP2Si.

```
78
Properties=species:S:1:pos:R:3
Au -0.34289 1.26446 -1.00072
C -0.86467 1.49895 2.55385
Si 0.04999 0.53684 1.21411
C -0.03802 -1.31271 1.73846
C -0.38680 -1.54475 3.07994
C -0.21425 -2.76143 3.71205
C 0.37576 -3.81229 3.02217
C 0.68943 -3.64025 1.69265
C 0.43182 -2.42652 1.02334
P 0.89427 -2.51490 -0.71332
C 0.16070 -1.48264 -1.96938
C 0.99501 -0.73988 -2.80599
C 0.51060 -0.26378 -4.02329
C -0.78591 -0.53540 -4.40990
C -1.63385 -1.24890 -3.56617
C -1.16797 -1.72614 -2.35856
C 2.68179 -2.37055 -0.76323
C 3.42103 -2.66676 -1.91386
C 4.80046 -2.55413 -1.89170
C 5.44946 -2.12259 -0.74153
C 4.72040 -1.79371 0.39051
C 3.33925 -1.92147 0.38576
C 1.91324 0.85037 1.52341
C 2.52544 0.39626 2.70059
C 3.87374 0.58345 2.94693
C 4.66335 1.24717 2.01292
C 4.08722 1.72174 0.85016
C 2.72149 1.52741 0.59942
P 1.98404 2.22276 -0.91576
C 1.82491 4.01397 -0.62774
C 2.52848 4.69011 0.36448
C 2.36333 6.05802 0.52912
C 1.49962 6.76170 -0.29765
C 0.78748 6.09288 -1.28483
C 0.94085 4.72527 -1.44003
C 3.30860 2.06573 -2.16411
C 3.51718 3.07622 -3.10208
C 4.45003 2.91599 -4.11643
C 5.18523 1.74475 -4.21107
C 4.98559 0.73241 -3.28223
C 4.05377 0.88832 -2.26767
H -0.83530 2.56020 2.29600
H -0.42348 1.40399 3.54768
H -1.91587 1.20821 2.60432
H -0.79293 -0.72820 3.65916
H -0.50349 -2.87661 4.74837
H 0.58505 -4.75490 3.50875
H 1.18038 -4.46200 1.19113
H 2.02716 -0.56068 -2.54173
H 1.16709 0.30717 -4.66598
H -1.14736 -0.18456 -5.36746
H -2.65613 -1.44708 -3.85871
H -1.83799 -2.28551 -1.71777
H 2.92689 -2.97303 -2.82447
H 5.36964 -2.79707 -2.77905
H 6.52825 -2.03688 -0.73215
H 5.21926 -1.43532 1.28054
H 2.77973 -1.65634 1.27222
H 1.93170 -0.12740 3.44109
H 4.31166 0.21808 3.86709
H 5.71847 1.40119 2.19730
H 4.70134 2.24273 0.12539
H 3.19910 4.15149 1.02038
H 2.90927 6.57346 1.30787
H 1.37329 7.82777 -0.16615
H 0.10393 6.63516 -1.92440
H 0.36428 4.19814 -2.19252
H 2.96079 4.00204 -3.03324
H 4.60710 3.71517 -4.82862
H 5.91648 1.62450 -4.99906
H 5.56550 -0.17943 -3.33961
H 3.92651 0.09905 -1.53473
O -2.81906 2.20639 -2.60507
C -1.85149 1.85227 -2.13102
I 0.60628 -4.70362 -3.26947
C 0.32620 -4.17601 -1.23749
H -0.74751 -4.20606 -1.05586
H 0.78624 -4.95598 -0.64384
```

Calculated values
LUMO energy (eV): -2.541
Energy above the lowest of the compared OMol25 structures with the same formula, charge and spin (kJ/mol): 0.0
Total charge: +1



[3]
ORCA calculation (ωB97M-V with the def2-TZVPD basis set) on the molecule C21H21N3O4S in a non-equilibrium geometry.

```
50
Properties=species:S:1:pos:R:3
C 2.73597 2.71859 2.57135
C 3.96702 2.08997 3.22898
C 4.51369 0.99159 2.36388
C 5.58345 1.21125 1.50970
C 6.03105 0.19943 0.67619
C 5.41023 -1.03288 0.67715
C 4.33338 -1.26155 1.53038
O 3.75012 -2.50646 1.43645
C 2.74137 -2.83595 2.35850
C 1.44376 -2.03328 2.19286
O 0.65309 -1.91190 3.09983
N 1.31202 -1.52286 0.94053
C 0.32820 -0.67749 0.43304
C -0.77065 -0.27165 1.18936
C -1.71151 0.57183 0.62729
C -1.55823 0.99494 -0.67702
S -2.79589 2.05585 -1.38483
O -2.48117 2.37128 -2.74404
O -3.09929 3.13626 -0.49358
N -4.18990 1.08573 -1.31896
C -4.25949 -0.05324 -2.08048
C -5.48110 -0.63815 -2.43637
C -5.45488 -1.79893 -3.18048
C -4.22940 -2.34194 -3.54973
C -3.08276 -1.68702 -3.14040
N -3.08954 -0.57630 -2.42216
C -0.47216 0.60833 -1.43723
C 0.47507 -0.22658 -0.88121
C 3.89454 -0.25320 2.37413
H 1.95489 1.97443 2.43034
H 2.34205 3.51931 3.19219
H 2.99506 3.12922 1.59807
H 3.68566 1.68855 4.20470
H 4.72814 2.85700 3.38086
H 6.06870 2.17563 1.49611
H 6.86824 0.37368 0.01715
H 5.73983 -1.83129 0.03146
H 3.08419 -2.73302 3.39517
H 2.51372 -3.89158 2.17729
H 2.06877 -1.73885 0.30085
H -0.87627 -0.61893 2.20376
H -2.56491 0.90817 1.19344
H -5.04578 1.57074 -1.10345
H -6.41086 -0.18253 -2.13281
H -6.37798 -2.27630 -3.47590
H -4.17348 -3.24487 -4.13592
H -2.09853 -2.06039 -3.39062
H -0.39905 0.96191 -2.45218
H 1.33369 -0.53712 -1.45913
H 3.06401 -0.40873 3.04588
```

Calculated values
LUMO energy (eV): 0.579
Energy above the lowest of the compared OMol25 structures with the same formula, charge and spin (kJ/mol): 124.1



[4]
ORCA calculation (ωB97M-V with the def2-TZVPD basis set) on a structure of composition C48H31BrClF4N2O6PS2Sr in a non-equilibrium geometry.

```
97
Properties=species:S:1:pos:R:3
Sr -0.18360 0.20848 -0.13888
Cl -0.51005 -5.78843 4.67116
C -0.14871 -4.54063 3.45957
C 1.13444 -4.47889 2.89272
C 1.43120 -3.51783 1.96144
C 0.46222 -2.55653 1.52384
O 0.77732 -1.63117 0.72690
C -0.85889 -2.68599 2.08933
C -2.00349 -1.82869 1.71882
N -2.15434 -1.21511 0.60609
C -3.35203 -0.46820 0.32233
C -4.55432 -0.70893 0.91792
C -5.70910 0.05806 0.59782
C -5.64404 1.07537 -0.30320
C -4.42862 1.33240 -0.98845
C -4.29004 2.36415 -1.96004
C -3.14012 2.49480 -2.67392
C -2.09654 1.56399 -2.44325
N -2.18023 0.64372 -1.52297
C -3.30607 0.53649 -0.73847
C -1.11418 -3.65237 3.07360
H 1.89062 -5.18823 3.21019
H 2.42205 -3.44749 1.52635
H -2.78189 -1.76175 2.48794
H -4.64261 -1.50492 1.64589
H -6.64558 -0.17204 1.09226
H -6.51303 1.68436 -0.52296
H -5.12513 3.03761 -2.12251
H -3.00607 3.28442 -3.40091
H -1.17518 1.59244 -3.02344
H -2.10733 -3.71627 3.50782
F 6.81746 1.46090 6.02609
C 6.24060 1.29509 4.82290
C 6.77910 1.88856 3.70921
F 7.91307 2.60052 3.82684
C 6.17226 1.71960 2.47230
F 6.83784 2.28618 1.44662
C 5.02653 0.97058 2.28492
P 3.79788 0.91756 0.76308
C 4.53391 -0.62499 0.02865
C 5.89637 -0.92665 0.10658
C 6.41366 -2.06316 -0.50415
C 5.57303 -2.91257 -1.22103
C 4.22001 -2.62459 -1.30039
C 3.69864 -1.49652 -0.67101
C 4.60576 2.19670 -0.29327
C 5.10693 1.93328 -1.56011
C 5.57433 2.97016 -2.36643
C 5.54077 4.27892 -1.91162
C 5.02428 4.55366 -0.64742
C 4.55612 3.52077 0.14448
C 4.52304 0.35891 3.44561
Br 3.02789 -0.78249 3.37825
C 5.11286 0.51282 4.68534
F 4.63016 -0.07734 5.79050
H 6.57463 -0.26527 0.63703
H 7.47428 -2.27552 -0.42927
H 5.97916 -3.78317 -1.72453
H 3.54510 -3.26275 -1.85898
H 2.63911 -1.29981 -0.74194
H 5.10043 0.92010 -1.94525
H 5.93494 2.74743 -3.36337
H 5.89495 5.08531 -2.54314
H 4.96091 5.57618 -0.29375
H 4.11492 3.74803 1.11161
O 1.80771 2.87596 -1.70271
C 1.83821 1.65669 -1.84499
O 1.99266 0.81325 -0.87207
C 1.79491 1.05288 -3.26189
C 2.30024 1.91390 -4.24634
C 2.47977 1.52234 -5.56052
C 2.13770 0.21318 -5.90786
C 1.59340 -0.63850 -4.96770
C 1.36233 -0.26370 -3.61462
S 0.51898 -1.42012 -2.57559
H 2.56842 2.91337 -3.92375
H 2.88911 2.20852 -6.29417
H 2.28788 -0.13823 -6.92516
H 1.30759 -1.64755 -5.24584
C 2.31134 6.11262 4.50322
C 1.41748 5.21606 3.68292
C 0.07933 5.52141 3.48567
C -0.75449 4.66864 2.76057
C -0.23819 3.49860 2.23788
C 1.11563 3.18708 2.40082
C 1.92488 4.03825 3.12289
S -1.25594 2.39915 1.31973
O -0.97621 1.05958 1.90763
O -2.61157 2.85352 1.48223
O -0.73273 2.48563 -0.06733
H 1.74764 6.93626 4.94374
H 3.11270 6.53570 3.89172
H 2.78561 5.55303 5.31280
H -0.32324 6.44080 3.89815
H -1.80112 4.89689 2.60988
H 1.52879 2.28114 1.96784
H 2.97409 3.78942 3.25566
```

Calculated values
LUMO energy (eV): 3.896
Energy above the lowest of the compared OMol25 structures with the same formula, charge and spin (kJ/mol): 166.3
Total charge: -2



[5]
ORCA calculation (ωB97M-V with the def2-TZVPD basis set) on a structure of composition C22H42BeCl3N2O4SSi in a non-equilibrium geometry.

```
76
Properties=species:S:1:pos:R:3
C 2.87392 -1.38575 -7.37086
C 2.24187 -0.57960 -8.46282
H 2.86755 -2.45073 -7.62364
H 2.34637 -1.24448 -6.42022
H 3.92479 -1.09517 -7.21566
C 2.17125 -0.99252 -9.73724
C 2.72488 -2.28297 -10.24254
H 1.71375 -0.35467 -10.49440
H 2.49804 -3.12876 -9.57885
H 3.81696 -2.25022 -10.38014
H 2.28300 -2.49976 -11.22299
Be 0.79573 -0.02460 -1.81441
Cl 0.34757 1.48717 0.32580
Cl 2.15956 -0.83735 -2.99607
H -3.74287 1.91421 3.72035
H -1.67693 1.92650 4.90344
C -3.62051 0.86182 3.43565
C -1.47629 0.88077 4.63761
N -2.20677 0.54235 3.42718
H -4.04380 0.68893 2.44425
C -1.68859 -0.24799 2.45863
O -2.33157 -0.76828 1.54691
H -0.39934 0.74718 4.48205
H -0.57957 -0.35496 2.54029
H -4.16265 0.25975 4.18082
H -1.79477 0.25483 5.48782
H 0.16856 -4.68034 -1.36036
H -0.14281 -2.63114 -3.59234
C -0.84340 -4.29409 -1.16114
C -1.11785 -2.87383 -3.13747
N -1.02756 -2.97594 -1.70168
H -1.00951 -4.27595 -0.07856
C -0.70214 -1.84275 -0.96383
O -0.57745 -0.73235 -1.64293
H -1.83867 -2.09530 -3.42251
H -1.26354 -1.77193 -0.01124
H -1.56715 -4.95598 -1.65126
H -1.44909 -3.84743 -3.51808
O 0.52119 0.39569 -7.18063
C 1.63200 0.73457 -8.00575
C 0.14523 1.53669 -9.92816
C 1.29109 1.69075 -9.13985
H -0.56454 0.73850 -9.69155
C -0.05275 2.37322 -11.03352
H 2.39094 1.20899 -7.36712
C 2.20964 2.70484 -9.43714
H -0.94522 2.23723 -11.65372
C 0.88904 3.35633 -11.35683
C 2.02905 3.51554 -10.55393
H 3.09120 2.79926 -8.79372
H 0.74352 3.98751 -12.23555
H 2.78115 4.26780 -10.80767
Si -0.63610 1.15969 -6.25424
Cl 1.10430 -2.25962 -0.00221
C -2.29560 0.60405 -6.91745
C -0.42354 3.01347 -6.34496
C -0.40468 0.52217 -4.53107
H -2.44010 0.89530 -7.96728
H -3.10622 1.05115 -6.32218
H -2.37926 -0.49132 -6.85280
H -0.42673 -0.57488 -4.50901
H -1.17375 0.89580 -3.84060
H 0.58386 0.82671 -4.15774
H -0.49134 3.39494 -7.37441
H 0.54795 3.31722 -5.92666
H -1.22193 3.47975 -5.74503
C 1.59679 -1.53230 4.09139
S 1.71813 -0.26529 2.83764
C 2.18762 1.11676 3.87559
O 1.04685 1.34684 -1.18457
H 0.58289 -1.57613 4.50218
H 2.33032 -1.34957 4.88040
H 1.82598 -2.47003 3.57635
H 3.23737 1.33458 3.64968
H 1.56839 1.97559 3.59733
H 2.06932 0.87452 4.93604
```

Calculated values
LUMO energy (eV): 2.461
Total charge: -1



[6]
ORCA calculation (ωB97M-V with the def2-TZVPD basis set) on the molecule C12H23BN2O3 in a non-equilibrium geometry.

```
41
Properties=species:S:1:pos:R:3
O 1.18188 0.09650 2.59228
C 1.34335 -0.19256 1.41214
C 0.06752 -0.75637 0.68328
N -0.68969 0.27750 0.01579
C -2.15119 0.09381 -0.07880
C -2.69273 0.98204 -1.20210
C -4.10298 0.27462 -1.52879
C -5.05632 0.43781 -0.30484
C -4.34081 -0.13159 0.94483
C -2.89650 0.32421 1.21828
N 2.49357 -0.02046 0.76541
C 3.76397 0.32689 1.43233
C 4.57309 1.18572 0.46914
C 3.96705 0.81489 -0.93737
C 2.69066 -0.10187 -0.73397
B 3.17737 -1.61199 -1.14598
O 4.09785 -2.00429 -2.20765
O 2.60376 -2.60932 -0.34515
H -0.46372 -1.14922 1.51006
H 0.25037 -1.57637 -0.04323
H -0.35942 1.25268 0.21065
H -2.34540 -0.92310 -0.42797
H -2.90023 2.02885 -0.95629
H -1.89453 1.00223 -1.89454
H -4.62526 0.72481 -2.36261
H -3.84465 -0.71877 -1.94079
H -6.07093 0.00693 -0.46762
H -5.42588 1.48283 -0.05552
H -4.95144 0.13185 1.81506
H -4.56908 -1.23583 0.97446
H -2.91812 1.38545 1.36435
H -2.48226 -0.16288 2.17542
H 4.33332 -0.64407 1.56113
H 3.65620 0.84126 2.36293
H 5.56245 0.95582 0.57889
H 4.33642 2.25951 0.61060
H 3.77228 1.73599 -1.53422
H 4.67779 0.23444 -1.56294
H 1.75191 0.16852 -1.23205
H 4.23797 -2.97702 -2.21954
H 2.24237 -2.20946 0.48491
```

Calculated values
LUMO energy (eV): 0.490
Energy above the lowest of the compared OMol25 structures with the same formula, charge and spin (kJ/mol): 11.5



[7]
ORCA calculation (ωB97M-V with the def2-TZVPD basis set) on a cluster of 9 separate species, C33H41N8O3 in total in a non-equilibrium geometry.

```
85
Properties=species:S:1:pos:R:3
O -2.16560 0.49980 0.36366
C -0.96396 0.13425 -0.28349
O -0.43594 1.08350 -0.91068
O -0.53201 -0.99904 -0.03970
H -2.12823 1.43815 0.14396
N 1.29436 -3.70507 1.76526
C 2.62608 -3.94369 1.56549
C 2.76813 -4.43491 0.28813
C 1.47009 -4.53741 -0.26909
C 0.59179 -3.99536 0.63667
H 0.91302 -3.35847 2.62633
H 3.38006 -3.85832 2.32859
H 3.71683 -4.77318 -0.09774
H 1.21380 -4.88339 -1.25491
H -0.45854 -3.78439 0.56938
N -2.37527 4.10177 3.28574
C -2.90176 3.42559 2.22820
C -2.23637 3.81734 1.10011
C -1.24998 4.76200 1.50122
C -1.35957 4.92264 2.85472
H -2.68788 4.04010 4.23794
H -3.71255 2.73179 2.37253
H -2.31979 3.48106 0.07965
H -0.50159 5.26521 0.91058
H -0.88909 5.59315 3.55297
N -3.17007 -0.59239 5.83863
C -3.16310 -0.67344 4.46210
C -2.33092 0.30926 3.99810
C -1.80799 1.00697 5.12875
C -2.31605 0.40451 6.24847
H -3.84995 -1.02759 6.43451
H -3.85213 -1.36558 4.01694
H -2.24383 0.62002 2.96720
H -1.09501 1.81311 5.07291
H -2.20541 0.56378 7.30844
N -3.15480 -2.40488 0.85728
C -4.16722 -2.06793 1.68700
C -4.88275 -3.20382 1.98597
C -4.30985 -4.25588 1.22187
C -3.22268 -3.73870 0.56727
H -2.47692 -1.76364 0.45131
H -4.32941 -1.02890 1.91717
H -5.66948 -3.25628 2.72220
H -4.59793 -5.29485 1.24000
H -2.53345 -4.17622 -0.13400
N 0.95738 3.56408 -3.54104
C 0.13955 2.53707 -3.11083
C -0.20943 1.79325 -4.19543
C 0.41630 2.36701 -5.33812
C 1.05649 3.49743 -4.90569
H 1.21656 4.37467 -3.00874
H -0.25079 2.49312 -2.10676
H -0.82844 0.91718 -4.09900
H 0.37458 2.00939 -6.35349
H 1.57911 4.23280 -5.49453
N 1.37861 1.81213 1.40431
C 1.61614 0.67605 2.12286
C 2.97263 0.55674 2.29339
C 3.57875 1.65635 1.62489
C 2.56790 2.39121 1.06596
H 0.46497 2.14006 1.13829
H 0.79204 0.09983 2.50839
H 3.40013 -0.28247 2.81841
H 4.62960 1.89389 1.65103
H 2.58978 3.30505 0.49543
N 1.08990 -2.61636 -4.78725
C 0.59202 -3.56881 -3.91574
C 0.02134 -2.89401 -2.87441
C 0.14392 -1.50414 -3.11067
C 0.86457 -1.36928 -4.26448
H 1.62673 -2.82955 -5.60677
H 0.71964 -4.62355 -4.08721
H -0.47937 -3.28574 -2.00530
H -0.24247 -0.69118 -2.52039
H 1.19185 -0.52444 -4.84641
N 3.01937 1.25182 -3.42430
C 3.46511 1.34461 -2.14300
C 4.75360 0.88199 -2.09720
C 5.03727 0.34423 -3.38588
C 3.95422 0.60099 -4.18357
H 2.12290 1.56592 -3.75803
H 2.85284 1.74926 -1.35394
H 5.39276 0.90050 -1.23052
H 5.98780 -0.06084 -3.69628
H 3.76706 0.40307 -5.22559
```

Calculated values
LUMO energy (eV): 2.457
Total charge: -1



M across the listed records, respectively: 284.35; 931.60; 411.48; 1105.86; 574.11; 254.14; 597.74 g mol⁻¹.
Orbital gap across the listed records, respectively: 10.048; 6.940; 9.323; 5.410; 7.474; 8.954; 7.658 eV.